Version a
Entry from OMol25: the ion C5H6NO with charge +1 (the ωB97M-V functional and the def2-TZVPD basis).

**Lowest unoccupied orbital energy (alpha / beta)**: -0.2082 / -0.3336 Eh
**E_HOMO (alpha / beta)**: -11.831 / -16.660 eV
**Frontier orbital gap (alpha / beta)**: 6.165 / 7.581 eV

Structure (ORCA input):
```
! RIJCOSX wB97M-V def2-TZVPD def2/J DEFGRID3
* xyz 1 3
C -1.5302 1.8921 0.0955
C -2.4987 -0.3972 0.0012
C -1.5040 -1.2950 0.0398
C 0.3310 0.1180 -0.2662
C 1.5472 0.7009 0.2662
N -2.1658 0.9070 0.0718
O -0.2200 -0.8610 0.3202
H -3.5469 -0.6582 -0.0404
H -1.6251 -2.3669 0.0457
H -0.0216 0.4459 -1.2440
H 1.7445 1.6746 -0.1795
H 2.3986 0.0510 0.0255
H 1.5267 0.7570 1.3560
*
```

=====

Version b
Entry from OMol25: a cluster of 2 separate species, C5H6NO in total (the ωB97M-V functional and the def2-TZVPD basis).

**Lowest unoccupied orbital energy (alpha / beta)**: -0.2299 / -0.2336 Eh
**E_HOMO (alpha / beta)**: -11.786 / -15.420 eV
**Frontier orbital gap (alpha / beta)**: 5.529 / 9.063 eV

Structure (ORCA input):
```
! RIJCOSX wB97M-V def2-TZVPD def2/J DEFGRID3
* xyz 1 3
C 3.3200 -0.2459 0.2640
C 2.3072 -1.0244 0.3914
C 1.9884 0.3789 -0.0685
C 1.1986 1.2635 -0.4065
C -2.9500 0.0341 0.0517
N -1.9371 -0.8437 -0.3667
O -0.7859 -0.4831 -0.4473
H 4.3285 0.0972 0.2672
H 1.7266 -1.8919 0.6024
H 0.5794 2.0529 -0.7349
H -3.4866 -0.4709 0.8616
H -3.6765 0.0991 -0.7683
H -2.6126 1.0343 0.3540
*
```

=====

Stability check: which of them is most stable? version a.

=====

Version a
Entry from OMol25: an isolated molecule of C3H6N2OS (the ωB97M-V functional and the def2-TZVPD basis).

**Lowest unoccupied orbital energy**: -0.0086 Eh
**E_HOMO**: -9.239 eV
**Frontier orbital gap**: 9.005 eV
**SMILES**: [H]/N=C(/N)CC(O)=S

Structure (ORCA input):
```
! RIJCOSX wB97M-V def2-TZVPD def2/J DEFGRID3
* xyz 0 1
H 1.5816 2.0389 -1.4162
N 0.5269 2.3507 -1.1616
C -0.0231 1.6360 -0.1891
N -1.3765 1.6724 0.3761
C 0.8696 0.5574 0.2871
C 0.1743 -0.8500 0.3971
O -0.6629 -0.8145 1.4747
S 0.3694 -2.1653 -0.7012
H -1.7137 0.9710 1.0973
H -2.1272 2.1311 -0.1028
H 1.8211 0.4618 -0.3595
H 0.9794 0.8345 1.3536
H -1.3260 -1.4978 1.3780
*
```

=====

Version b
Entry from OMol25: an isolated molecule of C3H6N2OS (the ωB97M-V functional and the def2-TZVPD basis).

**Lowest unoccupied orbital energy**: 0.0018 Eh
**E_HOMO**: -9.126 eV
**Frontier orbital gap**: 9.174 eV
**SMILES**: [H]/N=C(/N)[C@H](S)C=O

Structure (ORCA input):
```
! RIJCOSX wB97M-V def2-TZVPD def2/J DEFGRID3
* xyz 0 1
H 0.2991 1.9563 -0.6368
N 1.2950 1.5864 -0.3842
C 0.9678 0.3591 0.0261
N 1.8163 -0.7350 -0.0898
C -0.4802 -0.1213 0.6209
S -1.0553 -1.5957 -0.4037
C -1.7631 0.6798 0.3812
O -1.9525 1.4504 -0.6168
H 2.8521 -0.6105 -0.5021
H 1.4007 -1.6479 0.2913
H -0.3561 -0.6427 1.5542
H -0.7050 -1.0986 -1.6771
H -2.3188 0.4197 1.4368
*
```

=====

Version c
Entry from OMol25: a cluster of 2 separate species, C3H6N2OS in total (the ωB97M-V functional and the def2-TZVPD basis).

**Lowest unoccupied orbital energy**: 0.0228 Eh
**E_HOMO**: -9.576 eV
**Frontier orbital gap**: 10.198 eV
**SMILES**: CC(N)=O.N=C=S

Structure (ORCA input):
```
! RIJCOSX wB97M-V def2-TZVPD def2/J DEFGRID3
* xyz 0 1
C -1.1207 -0.0301 -0.9238
C -0.5607 -0.2926 0.4464
N -1.1466 0.5729 1.3514
O 0.0505 -1.2762 0.7433
H -0.5985 0.9299 -1.3778
H -0.8361 -0.8030 -1.6347
H -2.2492 0.2170 -0.8460
H -1.0684 0.4535 2.3560
H -1.0120 1.5107 0.8626
N 2.4331 -0.9818 -0.7318
C 2.1781 0.0896 -0.2233
S 1.9777 1.4689 0.4866
H 1.9528 -1.8590 -0.5088
*
```

=====

Version d
Entry from OMol25: an isolated molecule of C3H6N2OS (the ωB97M-V functional and the def2-TZVPD basis).

**Lowest unoccupied orbital energy**: 0.0241 Eh
**E_HOMO**: -9.196 eV
**Frontier orbital gap**: 9.851 eV
**SMILES**: O=C[C@@H]1NNCS1

Structure (ORCA input):
```
! RIJCOSX wB97M-V def2-TZVPD def2/J DEFGRID3
* xyz 0 1
O -2.5979 0.9628 -0.1282
C -1.9335 0.7698 0.8203
C -0.3959 0.7211 0.8728
N 0.1932 1.0878 -0.4245
N 1.0227 0.0850 -0.9601
C 0.5825 -1.1935 -0.6185
S -0.1744 -1.1680 1.0513
H -2.2605 0.3413 1.7425
H 0.0637 1.2361 1.7471
H -0.4494 1.3717 -1.1580
H 1.7877 0.2806 -0.4110
H -0.1096 -1.5736 -1.2646
H 1.2250 -1.9553 -0.6663
*
```

=====

Stability check: which of them is most stable? version c.

=====

Version a
Entry from OMol25: a cluster of 2 separate species, C3H6N2OS in total (the ωB97M-V functional and the def2-TZVPD basis).

**Lowest unoccupied orbital energy (alpha / beta)**: -0.0927 / -0.0656 Eh
**E_HOMO (alpha / beta)**: -8.554 / -9.605 eV
**Frontier orbital gap (alpha / beta)**: 6.031 / 7.820 eV

Structure (ORCA input):
```
! RIJCOSX wB97M-V def2-TZVPD def2/J DEFGRID3
* xyz 0 1
C 2.0397 0.0567 1.1481
C -1.8803 0.6650 0.4753
C -0.1731 -1.3837 -0.7531
N 2.6259 -0.8656 1.5587
N 1.4851 1.1867 0.8444
O -0.9879 0.8221 -2.0219
S -0.6465 0.4717 -0.6097
H -2.8280 1.1543 0.1480
H -1.4058 0.9362 1.3918
H 0.8564 -1.4831 -0.5437
H -0.8997 -1.8843 -0.2742
H -0.3047 -1.5150 -1.7946
H 2.1188 1.8390 0.4308
*
```

=====

Version b
Entry from OMol25: an isolated molecule of C3H6N2OS (the ωB97M-V functional and the def2-TZVPD basis).

**Lowest unoccupied orbital energy (alpha / beta)**: -0.0165 / -0.0164 Eh
**E_HOMO (alpha / beta)**: -8.551 / -8.551 eV
**Frontier orbital gap (alpha / beta)**: 8.101 / 8.105 eV

Structure (ORCA input):
```
! RIJCOSX wB97M-V def2-TZVPD def2/J DEFGRID3
* xyz 0 1
C -0.2515 -1.2431 1.5456
C 0.3909 -0.0788 -1.4456
C 0.7760 -0.2644 1.2768
N -0.2023 1.0750 -0.9656
N -0.9133 0.9629 0.0950
O -0.6507 -2.1022 0.7554
S 1.7670 -0.4542 -0.1498
H -0.7199 -1.1473 2.5292
H -0.1656 -0.9585 -1.3685
H 1.0498 0.0819 -2.4472
H 1.2289 0.4225 1.8661
H 0.2871 1.9210 -0.9337
H -1.5552 0.1938 0.1320
*
```

=====

Stability check: which of them is most stable? version b.

=====

Version a
Entry from OMol25: an isolated molecule of C3H3NO3 (the ωB97M-V functional and the def2-TZVPD basis).

**Lowest unoccupied orbital energy**: 0.0284 Eh
**E_HOMO**: -8.856 eV
**Frontier orbital gap**: 9.629 eV
**SMILES**: O=COc1co[nH]1

Structure (ORCA input):
```
! RIJCOSX wB97M-V def2-TZVPD def2/J DEFGRID3
* xyz 0 1
O -1.9676 -0.2028 0.8746
C -1.6928 -0.8805 -0.0721
O -0.4602 -0.9630 -0.6255
C 0.4457 -0.0998 -0.1090
C 0.5965 0.8334 0.8284
O 1.7989 1.2844 0.2518
N 1.7088 0.1329 -0.6753
H -2.3718 -1.5342 -0.6284
H 0.2515 1.0536 1.8268
H 1.6909 0.3760 -1.6713
*
```

=====

Version b
Entry from OMol25: an isolated molecule of C3H3NO3 (the ωB97M-V functional and the def2-TZVPD basis).

**Lowest unoccupied orbital energy**: 0.0209 Eh
**E_HOMO**: -10.088 eV
**Frontier orbital gap**: 10.655 eV
**SMILES**: C=C=CO[N+](=O)[O-]

Structure (ORCA input):
```
! RIJCOSX wB97M-V def2-TZVPD def2/J DEFGRID3
* xyz 0 1
C 1.6111 -0.7669 0.1944
C 0.9448 0.3172 -0.0398
C 0.1509 1.3156 -0.2095
O -1.2433 1.0153 -0.1112
N -1.6544 -0.2679 -0.0603
O -2.7599 -0.3979 0.2978
O -0.9915 -1.1772 -0.4528
H 1.8120 -1.0773 1.2617
H 1.9050 -1.4355 -0.6280
H 0.2253 2.4745 -0.2524
*
```

=====

Version c
Entry from OMol25: a structure of composition C3H3NO3 (the ωB97M-V functional and the def2-TZVPD basis).

**Lowest unoccupied orbital energy (alpha / beta)**: -0.0094 / -0.0094 Eh
**E_HOMO (alpha / beta)**: -7.671 / -7.671 eV
**Frontier orbital gap (alpha / beta)**: 7.414 / 7.416 eV

Structure (ORCA input):
```
! RIJCOSX wB97M-V def2-TZVPD def2/J DEFGRID3
* xyz 0 1
N 0.3158 0.2678 -0.3299
C -0.3625 -0.6438 0.2393
C -2.1608 0.4648 -0.0365
C 2.1975 -0.2481 -0.0274
O -0.4601 -1.7820 0.5125
O -2.2929 1.6221 0.1725
O 2.9821 0.5802 0.2822
H 0.2999 1.2188 0.0171
H -2.9608 -0.2030 -0.4406
H 2.4418 -1.2768 -0.3891
*
```

=====

Stability check: which of them is most stable? version a.

=====

Version a
Entry from OMol25: an isolated molecule of C3H3NO3 (the ωB97M-V functional and the def2-TZVPD basis).

**Lowest unoccupied orbital energy**: 0.0070 Eh
**E_HOMO**: -9.448 eV
**Frontier orbital gap**: 9.639 eV

Structure (ORCA input):
```
! RIJCOSX wB97M-V def2-TZVPD def2/J DEFGRID3
* xyz 0 1
N -1.1758 -1.1182 -0.3279
C -0.3134 -0.2409 -0.5035
O 0.0418 0.8897 0.1968
C -0.3114 1.0418 1.5047
O -0.9522 0.2683 2.1541
C 1.6424 -0.8731 -1.4483
O 0.4849 -0.2614 -1.6410
H -1.7102 -0.9965 0.5270
H 0.0994 1.9953 1.8646
H 2.0963 -0.7851 -2.4626
*
```

=====

Version b
Entry from OMol25: a cluster of 2 separate species, C3H3NO3 in total (the ωB97M-V functional and the def2-TZVPD basis).

**Lowest unoccupied orbital energy**: -0.0469 Eh
**E_HOMO**: -9.664 eV
**Frontier orbital gap**: 8.388 eV

Structure (ORCA input):
```
! RIJCOSX wB97M-V def2-TZVPD def2/J DEFGRID3
* xyz 0 1
C 0.7413 -1.1095 -0.1306
C 0.0197 -0.3776 -1.2007
C 0.5719 0.2707 0.0187
N -0.8701 0.9371 1.2588
O 1.3491 -2.1112 0.2166
O -1.9317 0.5758 0.9106
O -0.4700 1.7848 1.9968
H 0.3039 -0.2886 -2.2729
H -1.1005 -0.5660 -1.1078
H 1.3864 0.8846 0.3106
*
```

=====

Stability check: which of them is most stable? version a.

=====

Version a
Entry from OMol25: an isolated molecule of C3H3NO3 (the ωB97M-V functional and the def2-TZVPD basis).

**Lowest unoccupied orbital energy**: -0.0098 Eh
**E_HOMO**: -10.548 eV
**Frontier orbital gap**: 10.280 eV
**SMILES**: [H]/N=C(/C=O)OC=O

Structure (ORCA input):
```
! RIJCOSX wB97M-V def2-TZVPD def2/J DEFGRID3
* xyz 0 1
H -0.2106 -2.0729 -0.5575
N 0.5215 -1.4030 -0.5469
C 0.3785 -0.1787 -0.3272
C 1.6748 0.5670 -0.3987
O 1.7779 1.7591 -0.2930
O -0.7250 0.6275 -0.1561
C -1.7081 0.3451 0.7413
O -1.5684 -0.2681 1.7568
H 2.5016 -0.1470 -0.5725
H -2.6423 0.7710 0.3539
*
```

=====

Version b
Entry from OMol25: an isolated molecule of C3H3NO3 (the ωB97M-V functional and the def2-TZVPD basis).

**Lowest unoccupied orbital energy**: -0.0010 Eh
**E_HOMO**: -9.146 eV
**Frontier orbital gap**: 9.119 eV
**SMILES**: Oc1conc1O

Structure (ORCA input):
```
! RIJCOSX wB97M-V def2-TZVPD def2/J DEFGRID3
* xyz 0 1
O 1.0571 1.6746 0.0683
C 0.1860 0.7736 -0.0687
C -1.2047 0.7752 -0.1855
O -1.7630 -0.3913 0.1045
N -0.7647 -1.3297 0.0777
C 0.4053 -0.5979 -0.1157
O 1.6882 -1.2742 0.0235
H 0.6271 2.6158 0.4610
H -1.9209 1.6618 -0.1374
H 2.4681 -0.7472 -0.2193
*
```

=====

Version c
Entry from OMol25: an isolated molecule of C3H3NO3 (the ωB97M-V functional and the def2-TZVPD basis).

**Lowest unoccupied orbital energy**: 0.0032 Eh
**E_HOMO**: -9.634 eV
**Frontier orbital gap**: 9.721 eV
**SMILES**: O=C[C@@H]1OC=NO1

Structure (ORCA input):
```
! RIJCOSX wB97M-V def2-TZVPD def2/J DEFGRID3
* xyz 0 1
O 2.7954 -0.0538 -0.2344
C 1.7668 0.0038 0.3923
C 0.4093 0.1311 -0.3766
O -0.7655 1.1211 -0.0381
C -1.9145 0.2589 -0.0593
N -1.5518 -0.9833 0.0587
O -0.1953 -1.0649 -0.1644
H 1.6287 -0.1233 1.6231
H 0.6666 0.0544 -1.3838
H -2.8398 0.6561 0.1825
*
```

=====

Stability check: which of them is most stable? version a.